The following is a quantum chemistry calculation of a 8-piece molecular cluster, C55H95ClF3N12O4S overall at a distorted geometry, from OMol25.

The geometry in XYZ format:
```
171
C55H95ClF3N12O4S, DFT the ωB97M-V functional and the def2-TZVPD basis
C 5.195 -3.772 6.012
C 4.127 -3.229 7.113
C 4.019 -1.632 6.912
C 2.783 -1.150 6.012
C 3.062 -1.293 4.396
C 2.151 -0.267 3.591
C 2.772 1.183 3.240
N 4.141 1.426 3.865
C 2.530 1.764 1.777
C 3.286 3.174 1.652
C 4.863 3.253 1.473
C 5.389 4.691 2.084
C 6.941 4.456 2.467
N 2.477 0.874 0.543
N 3.637 1.002 -0.222
C 1.411 1.542 -0.347
C 1.477 1.574 -1.906
C 1.749 0.361 -2.873
C 2.134 -0.597 0.855
N 1.500 -1.328 -0.239
C 1.925 -2.665 -0.635
O 1.755 -3.777 -0.107
F 2.580 -2.814 -1.925
C 0.070 -1.409 -0.461
O -0.648 -0.653 -1.183
F -0.799 -2.486 -0.005
S 3.814 -1.469 1.118
O 4.817 -0.664 1.900
O 4.634 -1.757 -0.121
F 3.741 -2.949 1.882
C 1.339 -0.761 2.287
Cl 0.808 -2.531 2.598
C -0.095 -0.034 2.426
C -1.164 -0.763 3.434
C -2.210 0.410 3.912
C -3.051 1.078 2.736
N -4.329 0.351 2.385
C -5.053 -0.684 3.092
C -6.164 -1.111 2.074
C -6.095 -0.070 0.878
C -4.892 0.896 1.131
H 5.756 -4.698 6.389
H 4.624 -4.011 5.033
H 5.971 -2.945 5.857
H 3.125 -3.780 7.091
H 4.602 -3.456 8.146
H 5.001 -1.140 6.556
H 3.836 -1.191 7.973
H 1.877 -1.853 6.206
H 2.397 -0.094 6.285
H 2.954 -2.403 4.197
H 4.206 -1.095 4.330
H 1.321 -0.065 4.388
H 2.186 1.928 3.930
H 4.136 1.088 4.856
H 4.271 2.449 4.038
H 1.423 2.137 1.862
H 2.830 3.892 0.858
H 3.050 3.719 2.655
H 5.480 2.365 1.840
H 5.084 3.333 0.323
H 4.740 5.054 2.954
H 5.383 5.456 1.215
H 6.987 3.846 3.453
H 7.554 5.421 2.520
H 7.394 3.788 1.634
H 3.814 1.925 -0.624
H 3.734 0.356 -1.010
H 1.352 2.694 -0.150
H 0.360 1.243 0.051
H 0.478 2.050 -2.269
H 2.258 2.386 -2.212
H 0.806 -0.215 -3.256
H 2.202 0.795 -3.854
H 2.491 -0.444 -2.551
H -0.700 0.170 1.496
H 0.038 0.988 2.968
H -0.692 -1.092 4.425
H -1.809 -1.545 2.916
H -2.876 -0.113 4.706
H -1.573 1.194 4.478
H -3.392 2.117 3.108
H -2.489 1.262 1.755
H -4.821 -1.078 4.139
H -6.890 -1.979 2.244
H -6.805 0.010 -0.023
H -4.529 1.808 0.540
C 4.962 -5.566 -0.642
C 4.161 -6.767 -1.131
C 4.889 -8.096 -0.918
C 6.187 -8.095 -1.676
N 7.211 -8.093 -2.275
H 5.901 -5.457 -1.191
H 4.392 -4.644 -0.788
H 5.194 -5.657 0.423
H 3.936 -6.634 -2.195
H 3.203 -6.796 -0.602
H 4.271 -8.925 -1.271
H 5.095 -8.255 0.145
C -2.628 6.233 -2.442
C -1.887 5.318 -3.410
C -1.161 4.169 -2.706
C -0.137 4.720 -1.750
N 0.671 5.155 -0.995
H -1.942 6.726 -1.747
H -3.154 7.019 -2.989
H -3.366 5.673 -1.859
H -1.170 5.914 -3.983
H -2.603 4.902 -4.125
H -0.658 3.536 -3.441
H -1.871 3.548 -2.152
C -0.797 -3.896 -4.181
C -1.022 -3.696 -5.676
C 0.136 -2.965 -6.360
C 0.308 -1.601 -5.754
N 0.432 -0.522 -5.277
H -0.722 -2.941 -3.652
H -1.633 -4.446 -3.741
H 0.120 -4.465 -3.995
H -1.952 -3.136 -5.822
H -1.157 -4.673 -6.149
H -0.066 -2.858 -7.429
H 1.066 -3.528 -6.246
C -9.219 -6.174 3.031
C -8.301 -6.440 1.843
C -7.323 -5.293 1.577
C -8.083 -4.033 1.272
N -8.684 -3.039 1.031
H -9.856 -5.302 2.861
H -9.878 -7.028 3.201
H -8.639 -6.004 3.944
H -8.915 -6.617 0.953
H -7.734 -7.357 2.030
H -6.680 -5.537 0.727
H -6.683 -5.124 2.448
C 8.396 7.053 -2.838
C 7.164 7.790 -2.322
C 6.785 7.388 -0.895
C 6.472 5.918 -0.843
N 6.226 4.758 -0.802
H 8.228 5.974 -2.891
H 8.646 7.392 -3.847
H 9.261 7.237 -2.194
H 6.325 7.594 -2.998
H 7.355 8.866 -2.351
H 5.907 7.951 -0.566
H 7.604 7.605 -0.204
C -5.022 -0.144 -7.178
C -3.659 -0.121 -6.494
C -3.747 0.192 -4.998
C -4.363 1.549 -4.792
N -4.847 2.620 -4.630
H -5.514 0.831 -7.130
H -4.912 -0.400 -8.235
H -5.681 -0.886 -6.716
H -3.026 0.621 -6.992
H -3.178 -1.095 -6.627
H -2.748 0.183 -4.553
H -4.354 -0.558 -4.483
C -10.811 1.246 -0.759
C -9.799 2.362 -0.999
C -8.902 2.103 -2.212
C -8.120 0.836 -2.007
N -7.503 -0.165 -1.845
H -10.318 0.295 -0.539
H -11.446 1.487 0.096
H -11.455 1.106 -1.633
H -9.183 2.481 -0.102
H -10.336 3.303 -1.148
H -8.206 2.934 -2.350
H -9.503 2.009 -3.121
```

Properties
net charge = +1
HOMO = -9.309 eV
multiplicity = 1
HOMO-LUMO gap = 4.927 eV
LUMO level = -4.383 eV

Results of the Mulliken charge analysis, in e, for atoms 1 through 8: atom 1 (C): -0.754, atom 2 (C): -0.473, atom 3 (C): -0.811, atom 4 (C): -0.604, atom 5 (C): -1.166, atom 6 (C): -0.030, atom 7 (C): -0.953, atom 8 (N): -0.373

The following is a quantum chemistry calculation of C38H68Cl8CuN8O8 as an isolated structure at a distorted geometry, from OMol25.

The geometry in XYZ format:
```
131
C38H68Cl8CuN8O8, DFT the ωB97M-V functional and the def2-TZVPD basis
C -17.798 9.923 -5.623
C -19.171 9.268 -5.488
N -20.080 10.102 -4.696
C -20.352 11.407 -5.008
C -21.010 11.912 -3.921
N -21.313 10.868 -3.069
C -20.636 9.805 -3.534
C -22.022 10.894 -1.798
H -17.383 10.133 -4.636
H -17.854 10.918 -6.074
H -17.156 9.333 -6.272
H -19.032 8.279 -5.052
H -19.647 9.047 -6.443
H -20.073 11.973 -5.878
H -21.386 12.906 -3.743
H -20.419 8.881 -3.021
H -21.658 11.648 -1.104
H -22.034 9.892 -1.381
H -23.056 11.181 -1.999
C -11.875 13.730 -1.600
C -11.143 12.416 -1.268
N -11.958 11.266 -1.671
C -12.713 10.512 -0.803
C -13.189 9.457 -1.527
N -12.669 9.539 -2.782
C -11.935 10.654 -2.860
C -12.963 8.596 -3.839
H -11.194 14.549 -1.372
H -12.817 13.895 -1.086
H -12.010 13.705 -2.682
H -10.842 12.362 -0.224
H -10.221 12.398 -1.847
H -12.591 10.662 0.256
H -13.818 8.634 -1.221
H -11.323 11.054 -3.652
H -14.014 8.621 -4.113
H -12.668 7.597 -3.510
H -12.322 8.726 -4.710
Cu -13.969 6.825 2.534
C -16.312 7.110 -1.205
C -17.569 7.670 -1.401
C -18.418 8.002 -0.170
O -19.598 8.524 -0.257
C -17.998 7.818 1.109
C -16.660 7.289 1.313
C -15.794 6.945 0.084
O -14.623 6.614 0.339
O -16.213 7.131 2.439
O -17.984 7.939 -2.543
H -15.632 6.895 -2.015
H -18.573 8.131 1.967
Cl -20.993 5.410 4.972
C -20.982 6.424 3.484
C -20.414 5.693 2.288
Cl -21.481 4.409 1.724
H -20.462 7.356 3.699
H -22.040 6.622 3.317
H -19.401 5.350 2.513
H -20.300 6.354 1.428
Cl -13.630 5.305 -3.515
C -14.155 4.324 -2.093
C -13.664 2.890 -2.141
Cl -13.530 2.227 -3.757
H -15.247 4.341 -2.117
H -13.931 4.946 -1.227
H -14.264 2.184 -1.567
H -12.691 2.801 -1.649
Cl -15.378 11.146 5.962
C -16.163 10.797 4.390
C -17.011 9.571 4.395
Cl -18.443 9.758 5.453
H -15.354 10.720 3.664
H -16.741 11.696 4.191
H -16.541 8.630 4.663
H -17.385 9.426 3.380
Cl -17.360 5.973 -6.845
C -16.724 5.671 -5.209
C -17.342 4.398 -4.642
Cl -16.951 2.986 -5.636
H -16.950 6.595 -4.679
H -15.644 5.538 -5.230
H -18.422 4.539 -4.684
H -17.036 4.178 -3.622
C -16.672 13.177 -1.010
O -17.209 14.092 -1.588
N -17.099 11.892 -1.001
C -18.397 11.501 -1.550
C -16.689 10.946 0.026
H -15.752 13.316 -0.413
H -18.316 10.522 -2.021
H -18.643 12.238 -2.315
H -19.155 11.566 -0.764
H -16.781 9.937 -0.382
H -15.633 11.059 0.265
H -17.452 10.976 0.812
C -15.724 3.983 2.660
O -14.892 4.774 3.078
N -16.893 3.709 3.237
C -17.751 2.590 2.815
C -17.257 4.321 4.514
H -15.617 3.502 1.676
H -17.705 1.854 3.623
H -17.394 2.112 1.909
H -18.768 2.978 2.803
H -16.833 5.321 4.591
H -18.324 4.541 4.448
H -16.925 3.664 5.314
C -11.582 4.844 1.109
O -12.459 5.362 1.794
N -11.069 3.646 1.353
C -10.115 3.036 0.453
C -11.487 2.787 2.436
H -11.167 5.306 0.203
H -9.238 2.640 0.968
H -9.720 3.692 -0.322
H -10.560 2.179 -0.062
H -12.169 3.325 3.093
H -11.982 1.869 2.113
H -10.650 2.461 3.056
C -22.585 9.284 1.590
O -23.722 8.868 1.636
N -22.050 10.171 2.457
C -20.838 10.930 2.155
C -22.782 10.663 3.626
H -21.897 8.976 0.779
H -20.263 10.309 1.462
H -20.255 11.015 3.069
H -21.063 11.898 1.708
H -23.210 11.636 3.385
H -23.504 9.933 3.978
H -22.087 10.805 4.455
```

Properties
net charge = +2
<S²> = 0.7864
HOMO (alpha / beta) = -12.885 / -12.885 eV
multiplicity = 2
HOMO-LUMO gap (alpha / beta) = 7.125 / 5.199 eV
LUMO level (alpha / beta) = -5.761 / -7.687 eV

Results of the Mulliken charge analysis, in e, for atoms 1 through 8: atom 1 (C): -1.094, atom 2 (C): -0.476, atom 3 (N): 0.340, atom 4 (C): -0.398, atom 5 (C): -0.576, atom 6 (N): 0.289, atom 7 (C): -0.428, atom 8 (C): -1.049

The following is a quantum chemistry calculation of C26H59O2P3Sn as an isolated structure at a distorted geometry, from OMol25.

The geometry in XYZ format:
```
91
C26H59O2P3Sn, DFT the ωB97M-V functional and the def2-TZVPD basis
Sn 0.009 0.154 -0.384
C 2.180 -0.948 -0.844
O 3.104 -0.948 -1.541
C -2.208 0.090 0.414
O -3.187 0.518 0.863
P -0.145 2.415 -1.751
C -0.524 2.212 -3.550
H -0.697 3.244 -3.906
C -1.568 3.474 -1.167
H -2.432 2.790 -1.262
C 1.453 3.373 -1.758
H 2.140 2.672 -2.266
C 1.075 -3.911 0.490
P -0.361 -2.885 -0.157
H -0.827 -4.685 -1.627
H 1.873 -3.729 -0.248
C -1.836 -3.664 0.691
H -1.734 -4.736 0.455
C -1.430 3.852 0.309
H -2.343 4.378 0.627
H -0.578 4.525 0.485
H -1.323 2.972 0.957
C -1.853 4.710 -2.026
H -1.034 5.437 -1.984
H -2.748 5.203 -1.623
H -2.059 4.464 -3.074
C 1.414 4.664 -2.586
H 0.956 4.538 -3.577
H 2.452 4.991 -2.747
H 0.904 5.475 -2.050
C 2.006 3.634 -0.354
H 3.016 4.056 -0.448
H 2.090 2.716 0.244
H 1.395 4.363 0.197
C 0.655 1.625 -4.331
H 1.463 2.358 -4.457
H 0.300 1.353 -5.334
H 1.059 0.718 -3.863
C -1.814 1.413 -3.766
H -1.730 0.385 -3.385
H -2.000 1.354 -4.848
H -2.689 1.892 -3.304
C 0.789 -5.417 0.527
H 0.459 -5.818 -0.438
H 0.040 -5.668 1.290
H 1.719 -5.937 0.798
C 1.586 -3.419 1.843
H 0.871 -3.624 2.652
C -1.630 -2.999 -2.697
H 1.815 -2.345 1.840
H 2.518 -3.952 2.089
C 0.823 -3.680 -2.590
H -1.832 -1.954 -2.427
H -1.349 -3.024 -3.759
H -2.568 -3.561 -2.604
C -0.524 -3.646 -1.851
H 0.638 -3.901 -3.650
H 1.473 -4.478 -2.206
H 1.363 -2.726 -2.525
C -3.175 -3.164 0.134
H -3.196 -2.070 0.053
H -3.977 -3.466 0.823
H -3.408 -3.606 -0.839
C -1.797 -3.479 2.211
H -1.675 -2.421 2.488
H -1.007 -4.065 2.697
H -2.754 -3.814 2.640
H -0.043 -0.300 -2.338
H 0.032 -1.054 -1.971
C -0.552 2.801 3.596
C 0.765 2.320 2.990
P 0.742 0.690 2.142
C 2.546 0.273 2.144
C 3.179 -0.178 3.456
C -0.081 -0.429 3.354
C 0.174 -0.180 4.838
H -1.054 3.525 2.946
H -0.351 3.315 4.546
H -1.260 1.992 3.803
H 1.138 3.055 2.261
H 1.535 2.248 3.774
H 2.718 -0.465 1.347
H 3.050 1.191 1.802
H 2.819 -1.159 3.790
H 4.265 -0.263 3.318
H 3.017 0.550 4.260
H 0.212 -1.459 3.098
H -1.163 -0.358 3.152
H -0.032 0.853 5.129
H -0.492 -0.830 5.420
H 1.202 -0.420 5.127
```

Properties
net charge = +4
HOMO (alpha / beta) = -21.313 / -21.313 eV
multiplicity = 1
HOMO-LUMO gap (alpha / beta) = 6.323 / 6.324 eV
LUMO level (alpha / beta) = -14.990 / -14.989 eV
energy relative to the best compared isomer or geometry (same formula, charge and spin) = 0.0 kJ/mol

Results of the Mulliken charge analysis, in e, for atoms 1 through 8: atom 1 (Sn): -0.020, atom 2 (C): 0.177, atom 3 (O): -0.120, atom 4 (C): 0.140, atom 5 (O): -0.068, atom 6 (P): 1.340, atom 7 (C): 0.091, atom 8 (H): 0.713

The following is a quantum chemistry calculation of one molecule with the formula C6H12O5S at a distorted geometry, from OMol25.

The geometry in XYZ format:
```
24
C6H12O5S, DFT the ωB97M-V functional and the def2-TZVPD basis
O -2.226 2.529 -0.310
C -2.179 1.223 0.178
C -0.957 0.495 -0.363
O 0.163 1.255 0.091
C 1.390 0.819 -0.470
S 2.697 1.969 -0.055
C 1.674 -0.608 0.028
O 1.843 -0.634 1.436
C 0.512 -1.526 -0.377
O 0.560 -1.632 -1.792
C -0.830 -0.951 0.090
O -0.937 -0.984 1.510
H -1.355 2.926 -0.095
H -2.131 1.210 1.259
H -3.104 0.684 -0.169
H -0.990 0.502 -1.450
H 1.317 0.775 -1.555
H 2.872 1.486 1.216
H 2.633 -0.963 -0.425
H 0.964 -0.357 1.808
H 0.675 -2.503 0.088
H -0.065 -2.295 -2.054
H -1.667 -1.529 -0.387
H -0.859 -1.890 1.798
```

Properties
SMILES = OC[C@H]1O[C@@H](S)[C@@H](O)[C@H](O)[C@H]1O
HOMO = -9.357 eV
multiplicity = 1
HOMO-LUMO gap = 9.675 eV
LUMO level = 0.318 eV
energy relative to the best compared isomer or geometry (same formula, charge and spin) = 0.0 kJ/mol

Results of the Mulliken charge analysis, in e, for atoms 1 through 8: atom 1 (O): -0.554, atom 2 (C): -0.715, atom 3 (C): 0.212, atom 4 (O): -0.406, atom 5 (C): -0.390, atom 6 (S): -0.234, atom 7 (C): -0.281, atom 8 (O): -0.626

The following is a quantum chemistry calculation of a 2-piece molecular cluster, C5H4S overall at a distorted geometry, from OMol25.

The geometry in XYZ format:
```
10
C5H4S, DFT the ωB97M-V functional and the def2-TZVPD basis
C -0.190 1.228 0.423
C 0.775 1.731 -0.280
C -0.774 -0.022 0.994
C 0.833 0.313 -0.696
C 0.008 -0.783 -0.083
S 1.839 -0.842 0.114
H -0.572 -0.392 1.989
H -1.848 0.025 0.811
H 0.409 0.409 -2.605
H -0.480 -1.668 -0.665
```

Properties
HOMO (alpha / beta) = -8.993 / -8.555 eV
multiplicity = 1
HOMO-LUMO gap (alpha / beta) = 8.165 / 7.864 eV
LUMO level (alpha / beta) = -0.829 / -0.691 eV
energy relative to the best compared isomer or geometry (same formula, charge and spin) = 739.4 kJ/mol

Results of the Mulliken charge analysis, in e, for atoms 1 through 8: atom 1 (C): 0.266, atom 2 (C): -0.697, atom 3 (C): -0.431, atom 4 (C): 0.123, atom 5 (C): -0.244, atom 6 (S): -0.127, atom 7 (H): 0.272, atom 8 (H): 0.263

Quick rundown of electronic energy, same order as above: -4267.80355, -7850.17252, -2413.21403, -1010.19046, -590.76987 a.u.